Formula: C60H157N11O20
Source: OMol25
Level of theory: ωB97M-V with the def2-TZVPD basis set

Geometry (Å):
C: 3.947 -3.331 4.688
O: 3.790 -4.652 5.128
H: 4.783 -2.764 5.120
H: 4.232 -3.193 3.643
H: 3.072 -2.698 4.869
H: 3.675 -4.647 6.082
C: 0.131 2.852 -6.886
O: -1.227 3.160 -7.098
H: 0.816 3.624 -7.244
H: 0.396 2.935 -5.827
H: 0.366 1.908 -7.379
H: -1.858 2.654 -6.579
C: -8.994 4.893 2.238
O: -7.942 4.900 1.286
C: -6.708 4.779 1.946
C: -5.584 4.630 0.891
N: -4.239 4.954 1.329
C: -3.756 4.160 2.449
C: -3.407 2.687 2.128
O: -3.016 2.632 0.756
C: -2.636 1.324 0.380
H: -9.196 3.873 2.574
H: -9.866 5.400 1.831
H: -8.734 5.453 3.144
H: -6.703 4.041 2.753
H: -6.479 5.757 2.406
H: -5.814 5.236 0.018
H: -5.710 3.561 0.646
H: -3.626 4.640 0.579
H: -4.420 4.267 3.307
H: -2.796 4.649 2.656
H: -4.298 2.049 2.144
H: -2.677 2.369 2.875
H: -2.827 1.236 -0.687
H: -3.098 0.464 0.875
H: -1.588 1.054 0.563
C: -2.237 -5.013 1.474
O: -3.129 -4.416 0.592
C: -2.518 -3.343 -0.108
C: -3.336 -2.631 -1.133
N: -4.223 -1.609 -0.575
C: -4.969 -0.945 -1.641
C: -5.790 0.222 -1.092
O: -6.725 -0.144 -0.120
C: -8.092 0.053 -0.379
H: -2.674 -5.921 1.886
H: -1.905 -4.373 2.302
H: -1.310 -5.268 0.941
H: -1.686 -3.847 -0.622
H: -2.047 -2.611 0.561
H: -3.813 -3.360 -1.807
H: -2.634 -2.161 -1.829
H: -4.870 -2.066 0.056
H: -5.700 -1.660 -2.044
H: -4.367 -0.550 -2.460
H: -6.252 0.741 -1.944
H: -5.179 1.022 -0.658
H: -8.471 -0.475 -1.255
H: -8.334 1.117 -0.497
H: -8.628 -0.205 0.533
C: -1.796 3.467 -3.888
O: -1.609 2.135 -4.308
C: -2.855 1.437 -4.326
C: -2.606 0.186 -5.127
N: -2.365 0.503 -6.513
C: -2.611 -0.657 -7.373
C: -1.446 -1.689 -7.211
O: -0.216 -1.015 -7.455
C: 0.883 -1.841 -7.078
H: -2.384 3.513 -2.960
H: -2.370 4.129 -4.546
H: -0.814 3.868 -3.645
H: -3.660 2.055 -4.726
H: -3.112 1.041 -3.332
H: -3.403 -0.551 -4.997
H: -1.751 -0.302 -4.628
H: -1.369 0.659 -6.647
H: -2.591 -0.345 -8.419
H: -3.496 -1.263 -7.184
H: -1.726 -2.498 -7.895
H: -1.444 -2.122 -6.209
H: 0.654 -2.566 -6.297
H: 1.680 -1.201 -6.689
H: 1.314 -2.302 -7.968
C: 8.277 2.387 -1.963
O: 7.041 2.448 -2.617
C: 6.593 3.774 -2.849
C: 5.231 3.679 -3.485
N: 4.579 4.950 -3.792
C: 3.221 4.703 -4.222
C: 2.491 5.925 -4.797
O: 1.294 5.334 -5.292
C: 0.327 6.161 -5.881
H: 9.121 2.247 -2.648
H: 8.359 1.483 -1.353
H: 8.468 3.225 -1.288
H: 7.261 4.424 -3.422
H: 6.517 4.249 -1.861
H: 4.547 3.069 -2.873
H: 5.252 3.076 -4.401
H: 4.608 5.456 -2.910
H: 2.522 4.356 -3.448
H: 3.201 3.980 -5.037
H: 3.063 6.290 -5.655
H: 2.235 6.706 -4.079
H: -0.541 5.614 -6.268
H: 0.807 6.616 -6.752
H: -0.245 6.837 -5.232
C: 2.356 -7.737 -5.625
O: 2.834 -6.996 -4.511
C: 3.227 -5.675 -4.718
C: 3.216 -4.852 -3.444
N: 4.039 -5.459 -2.403
C: 3.861 -4.805 -1.108
C: 4.511 -5.732 -0.077
O: 4.110 -7.061 -0.082
C: 2.986 -7.426 0.671
H: 1.921 -8.693 -5.361
H: 3.247 -7.989 -6.221
H: 1.826 -7.048 -6.286
H: 2.666 -5.117 -5.485
H: 4.209 -5.654 -5.216
H: 2.162 -4.833 -3.131
H: 3.552 -3.842 -3.680
H: 3.806 -6.439 -2.292
H: 2.792 -4.689 -0.888
H: 4.437 -3.881 -1.033
H: 4.549 -5.258 0.916
H: 5.584 -5.753 -0.306
H: 2.879 -6.993 1.674
H: 2.863 -8.489 0.869
H: 2.087 -7.077 0.149
C: 3.292 0.552 -3.928
O: 2.637 1.358 -2.957
C: 1.221 1.294 -3.004
C: 0.624 0.027 -2.367
N: 1.555 -0.603 -1.405
C: 0.776 -1.041 -0.242
C: 1.503 -1.919 0.762
O: 0.985 -3.230 0.745
C: 1.367 -4.061 1.805
H: 3.192 -0.495 -3.638
H: 4.350 0.802 -3.817
H: 3.079 0.777 -4.976
H: 0.929 1.601 -4.010
H: 0.913 2.112 -2.348
H: 0.437 -0.793 -3.069
H: -0.333 0.270 -1.894
H: 2.181 0.140 -1.100
H: -0.065 -1.669 -0.551
H: 0.404 -0.102 0.184
H: 1.421 -1.528 1.784
H: 2.583 -1.889 0.570
H: 0.817 -4.999 1.770
H: 1.021 -3.666 2.774
H: 2.455 -4.123 1.871
C: -2.013 -10.384 4.596
O: -2.250 -10.345 5.997
C: -3.333 -9.489 6.326
C: -3.326 -8.061 5.780
N: -2.080 -7.353 5.999
C: -2.148 -6.412 7.113
C: -0.826 -5.717 7.297
O: -0.553 -4.962 6.140
C: 0.689 -4.303 6.117
H: -1.120 -10.973 4.392
H: -1.681 -9.373 4.330
H: -2.876 -10.691 4.002
H: -3.318 -9.479 7.421
H: -4.298 -9.959 6.101
H: -4.130 -7.429 6.168
H: -3.496 -8.265 4.717
H: -1.727 -6.846 5.199
H: -2.401 -6.953 8.031
H: -2.940 -5.646 7.135
H: -0.042 -6.466 7.460
H: -0.856 -5.086 8.193
H: 1.472 -5.039 5.913
H: 0.844 -3.894 7.124
H: 0.864 -3.484 5.423
C: 0.335 1.996 3.131
C: 1.218 3.182 3.516
C: 0.398 4.456 3.710
O: 1.218 5.535 4.094
C: 0.657 6.807 3.831
N: 1.873 2.656 4.729
H: -0.327 2.262 2.294
H: -0.294 1.461 3.842
H: 0.909 1.222 2.612
H: 2.048 3.361 2.835
H: -0.295 4.215 4.530
H: -0.226 4.707 2.845
H: -0.263 7.004 4.385
H: 0.472 6.908 2.756
H: 1.460 7.499 4.085
H: 2.453 3.319 5.234
H: 1.267 2.260 5.436
C: -3.486 0.417 6.427
C: -4.063 -0.360 5.209
C: -3.029 -1.345 4.702
O: -1.880 -0.695 4.209
C: -0.865 -1.608 3.835
N: -5.296 -0.983 5.700
H: -2.689 1.056 6.049
H: -3.113 -0.342 7.123
H: -4.215 0.995 6.992
H: -4.380 0.446 4.543
H: -3.482 -1.839 3.830
H: -2.871 -2.043 5.530
H: -0.592 -2.294 4.641
H: 0.119 -1.172 3.641
H: -1.122 -2.120 2.904
H: -5.558 -1.682 5.011
H: -5.222 -1.356 6.635
C: 5.285 2.581 -0.794
C: 5.351 2.149 0.674
C: 6.396 2.941 1.452
O: 6.383 2.459 2.802
C: 7.582 2.767 3.463
N: 4.002 2.382 1.230
H: 4.257 2.426 -1.122
H: 5.856 1.954 -1.489
H: 5.648 3.586 -1.014
H: 5.546 1.096 0.881
H: 6.294 4.031 1.510
H: 7.375 2.739 0.995
H: 7.531 2.246 4.423
H: 7.719 3.815 3.757
H: 8.490 2.441 2.948
H: 4.018 2.271 2.244
H: 3.855 3.393 1.171
C: -0.103 4.132 -0.610
C: 0.861 5.067 -1.410
C: 0.741 6.441 -0.735
O: -0.426 7.201 -0.919
C: -0.665 7.675 -2.224
N: 2.235 4.568 -1.265
H: -1.104 4.541 -0.736
H: 0.142 4.134 0.455
H: 0.084 3.094 -0.885
H: 0.543 5.043 -2.456
H: 1.563 7.108 -1.047
H: 0.926 6.312 0.331
H: 0.270 8.066 -2.641
H: -1.499 8.370 -2.188
H: -0.993 6.820 -2.832
H: 2.193 3.557 -1.319
H: 2.712 4.921 -2.089

**Energy relative to the best compared isomer or geometry (same formula, charge and spin)**: 2.889 eV
**E**: -122089.428 eV
**HOMO**: -0.315 Ha
**Kohn-Sham gap**: 9.0109 eV
**LUMO energy**: 0.4 eV

Mulliken atomic charge list, values in e, 5 entries: number 1, C, carries -0.441; number 2, O, carries -0.489; number 3, H, carries 0.377; number 4, H, carries 0.165; number 5, H, carries 0.091